Entry 1:
{
  "formula": "C4H12O3",
  "method": "ωB97M-V/def2-TZVPD",
  "symbols": ["O", "C", "C", "C", "C", "H", "H", "H", "H", "H", "H", "H", "H", "H", "H", "O", "H", "H", "O"],
  "positions_angstrom": [[-1.96198, -1.78109, 0.94510], [-1.85112, -1.42809, -0.21004], [-0.89581, -0.35446, -0.70110], [0.51848, -0.73500, -0.30549], [1.55230, 0.29124, -0.82785], [-2.38322, -1.96650, -1.01985], [-1.11050, -0.21074, -1.76578], [-1.05987, 0.69023, -0.35280], [0.58650, -0.69327, 0.79379], [0.69196, -1.80678, -0.47244], [2.61216, 0.13530, -0.63551], [1.24318, 1.15679, -0.25559], [1.49477, 0.37023, -1.91917], [-2.40969, 1.84909, 0.77923], [-2.19994, 3.12687, -0.20868], [-2.81689, 2.59584, 0.32170], [2.27328, -1.05164, 1.92581], [2.62756, 0.32431, 2.06635], [3.08882, -0.51234, 1.84230]],
  "de_lowest_kj_mol": 117.29,
  "e_lumo_ev": [3.9951, 3.7978],
  "charge": -1,
  "s_squared": 0.752,
  "spin_multiplicity": 2
}

***

Entry 2:
{
  "formula": "C20H28N2O3S",
  "method": "ωB97M-V/def2-TZVPD",
  "symbols": ["O", "C", "N", "C", "C", "C", "C", "C", "C", "C", "C", "C", "C", "C", "C", "N", "S", "O", "O", "C", "C", "C", "C", "C", "C", "C", "H", "H", "H", "H", "H", "H", "H", "H", "H", "H", "H", "H", "H", "H", "H", "H", "H", "H", "H", "H", "H", "H", "H", "H", "H", "H", "H", "H"],
  "positions_angstrom": [[1.24189, 2.21600, -0.91366], [0.62414, 2.17177, 0.15664], [-0.70123, 2.46086, 0.38109], [-1.41939, 2.97243, -0.83613], [-2.89627, 2.83824, -0.32991], [-3.25881, 1.50747, 0.31438], [-3.34169, 1.42882, 1.76087], [-3.71527, -0.11337, 2.39257], [-3.56093, -1.19377, 1.33893], [-4.21712, -0.56642, 0.10948], [-3.53566, 0.28370, -0.48215], [1.53518, 1.69212, 1.30317], [1.01048, 1.64906, 2.66687], [0.02328, 0.06245, 2.65084], [1.18357, -1.02464, 2.42034], [1.67148, -0.79827, 1.12458], [0.55018, -1.31552, -0.27666], [-0.32052, -0.15067, -0.66644], [0.02862, -2.54142, 0.16859], [1.85011, -1.34948, -1.57281], [2.02690, -0.41427, -2.49825], [2.76170, -0.83710, -3.50378], [3.49723, -1.79419, -3.74054], [3.45543, -2.96262, -2.42592], [2.46988, -2.70464, -1.62968], [2.43648, 0.34206, 0.77830], [-1.00994, 2.19323, 1.19164], [-1.04135, 3.74836, -1.16279], [-1.14663, 1.99351, -1.37094], [-2.85127, 3.50605, 0.63791], [-3.68942, 2.98558, -1.28344], [-3.19804, 2.10219, 2.42530], [-4.68977, 0.18093, 2.71838], [-2.92087, -0.23026, 3.37095], [-2.67589, -1.37410, 1.26779], [-3.98774, -2.07724, 2.03152], [-5.21664, -0.33130, 0.44602], [-4.18053, -1.64095, -0.41793], [-2.53881, 0.05092, -0.95333], [-3.91658, 0.66942, -1.30986], [2.37098, 2.54982, 1.50126], [1.65718, 1.43216, 3.35798], [0.08246, 2.38939, 2.85581], [-0.57896, 0.06444, 1.93469], [-0.34612, 0.02277, 3.64563], [1.85087, -0.90261, 3.19860], [0.41791, -1.96638, 2.23198], [1.53496, 0.56215, -2.37901], [3.15152, 0.10185, -4.26669], [4.44376, -2.20863, -4.26421], [3.94586, -3.74124, -2.53387], [2.34163, -3.59174, -0.86974], [3.18574, 0.43684, 1.60846], [2.72844, 0.59749, -0.04752]],
  "de_lowest_kj_mol": 1849.03,
  "e_lumo_ev": 0.0593,
  "smiles": "O=C(NCCC1=CCCCC1)[C@H]1CCCN(S(=O)(=O)c2ccccc2)C1",
  "spin_multiplicity": 1
}

***

Entry 3:
{
  "formula": "C2H2F3NO2S",
  "method": "ωB97M-V/def2-TZVPD",
  "symbols": ["C", "C", "N", "O", "O", "F", "F", "F", "S", "H", "H"],
  "positions_angstrom": [[1.31522, 0.10673, 0.55564], [2.73699, -0.04731, 0.04983], [-0.22942, 2.38189, 0.62019], [0.78147, -0.65783, 1.24205], [1.19918, 2.09837, -1.32818], [2.53150, -0.36905, -1.27494], [3.61917, 1.00552, 0.03607], [3.38708, -1.08150, 0.56536], [0.30848, 1.32029, -0.56312], [0.55708, 2.86541, 1.10142], [-1.10418, 2.23059, 1.16382]],
  "de_lowest_kj_mol": 0.00,
  "e_lumo_ev": -0.5295,
  "spin_multiplicity": 1
}

***

Entry 4:
{
  "formula": "C8H11N5O",
  "method": "ωB97M-V/def2-TZVPD",
  "symbols": ["O", "C", "C", "C", "C", "N", "C", "N", "C", "C", "N", "N", "N", "C", "H", "H", "H", "H", "H", "H", "H", "H", "H", "H", "H"],
  "positions_angstrom": [[0.00589, -1.76627, -2.14630], [-0.09938, -0.94762, -1.02082], [-0.64171, 0.43363, -1.49715], [-1.25917, 1.16994, -0.38229], [-2.34745, 2.10345, -0.48762], [-2.87946, 2.57387, 0.56983], [-2.28926, 2.22316, 1.75745], [-1.20390, 1.58039, 2.01537], [-0.67374, 1.01652, 0.87241], [0.60866, 0.22958, 1.16133], [0.50385, -0.77159, 2.10240], [1.48732, -1.81755, 1.86821], [1.65922, -1.96210, 0.43952], [1.13206, -0.70303, -0.21494], [0.90228, -1.79064, -2.50833], [-0.86875, -1.31355, -0.32646], [-1.44678, 0.12609, -2.14960], [0.11108, 1.10337, -1.96683], [-2.45515, 2.43957, -1.52501], [-2.73023, 2.70559, 2.56466], [1.51358, 0.96921, 1.26087], [0.58322, -0.51056, 3.08239], [2.42138, -1.34509, 2.06953], [1.20520, -2.80676, 0.06755], [2.01975, -0.40807, -0.70022]],
  "de_lowest_kj_mol": 353.92,
  "e_lumo_ev": 0.5718,
  "smiles": "O[C@@H]1Cc2cncnc2[C@H]2NNN[C@@H]12",
  "spin_multiplicity": 1
}